1.
{"formula": "CH3FINS", "method": "ωB97M-V/def2-TZVPD", "species": ["C", "N", "S", "F", "H", "H", "I", "H"], "xyz": [[0.19112, 1.28887, 0.29256], [1.17673, 0.55679, 0.00223], [1.84813, -0.10601, -1.25607], [0.83839, 0.23248, -2.59288], [-0.11012, 1.46395, 1.22845], [-0.48314, 1.47188, -0.46612], [-2.12402, -1.68872, 1.35451], [-1.33710, -3.21924, 1.43731]], "smiles": "C=NSF.I", "energy_ev": -24227.11687}



2.
{"formula": "C52H143N13O13", "method": "ωB97M-V/def2-TZVPD", "species": ["C", "C", "C", "O", "C", "N", "H", "H", "H", "H", "H", "H", "H", "H", "H", "H", "H", "C", "C", "C", "O", "C", "N", "H", "H", "H", "H", "H", "H", "H", "H", "H", "H", "H", "C", "C", "C", "O", "C", "N", "H", "H", "H", "H", "H", "H", "H", "H", "H", "H", "H", "C", "C", "C", "O", "C", "N", "H", "H", "H", "H", "H", "H", "H", "H", "H", "H", "H", "C", "C", "C", "O", "C", "N", "H", "H", "H", "H", "H", "H", "H", "H", "H", "H", "H", "C", "C", "C", "O", "C", "N", "H", "H", "H", "H", "H", "H", "H", "H", "H", "H", "H", "C", "C", "C", "O", "C", "N", "H", "H", "H", "H", "H", "H", "H", "H", "H", "H", "H", "C", "C", "C", "O", "C", "N", "H", "H", "H", "H", "H", "H", "H", "H", "H", "H", "H", "C", "C", "C", "O", "C", "N", "H", "H", "H", "H", "H", "H", "H", "H", "H", "H", "H", "C", "C", "C", "O", "C", "N", "H", "H", "H", "H", "H", "H", "H", "H", "H", "H", "H", "C", "C", "C", "O", "C", "N", "H", "H", "H", "H", "H", "H", "H", "H", "H", "H", "H", "C", "C", "C", "O", "C", "N", "H", "H", "H", "H", "H", "H", "H", "H", "H", "H", "H", "C", "C", "C", "O", "C", "N", "H", "H", "H", "H", "H", "H", "H", "H", "H", "H", "H"], "xyz": [[-6.37932, 0.47338, -1.31235], [-5.88723, 1.87006, -1.66545], [-4.38707, 2.22515, -1.81496], [-3.64534, 1.99137, -0.60031], [-3.01713, 0.71803, -0.63700], [-6.65226, 2.35052, -2.80671], [-7.46824, 0.42602, -1.30203], [-5.90038, -0.00709, -0.45921], [-5.93479, -0.27442, -1.96908], [-6.08885, 2.42077, -0.74666], [-4.27524, 3.24762, -2.17572], [-3.87288, 1.66898, -2.59879], [-2.98775, 0.33653, 0.38362], [-1.99211, 0.81027, -0.99606], [-3.59186, 0.00819, -1.23191], [-6.63539, 1.77239, -3.63471], [-6.18574, 3.20381, -3.07939], [0.28963, -2.53592, 0.27544], [-0.30259, -1.05781, 0.31909], [0.76617, 0.03509, -0.06498], [0.33999, 1.34942, 0.31581], [1.19793, 2.42445, -0.13401], [-1.40872, -1.01821, -0.56765], [-0.55635, -3.20415, 0.43633], [1.16064, -2.57992, 0.92926], [0.65904, -2.64895, -0.74381], [-0.64414, -0.87783, 1.33843], [0.76818, 0.04265, -1.15495], [1.75345, -0.15846, 0.35445], [2.16086, 2.18277, 0.31594], [0.96657, 3.42090, 0.24238], [1.27839, 2.37139, -1.21975], [-1.66774, -0.05067, -0.43786], [-1.12316, -1.04864, -1.53596], [-5.59215, -5.14810, -0.76932], [-4.89597, -4.68918, -2.01732], [-4.14141, -3.30598, -1.87467], [-2.94079, -3.59562, -1.16438], [-2.12220, -2.44245, -0.94341], [-4.06633, -5.70950, -2.59784], [-4.83269, -5.61333, -0.14093], [-6.28481, -5.87896, -1.18666], [-6.18748, -4.37541, -0.28288], [-5.67817, -4.43236, -2.73168], [-4.79160, -2.60504, -1.35119], [-3.87543, -2.84763, -2.82717], [-1.44245, -2.68614, -0.12691], [-2.56835, -1.44874, -0.98335], [-1.49044, -2.41987, -1.83137], [-3.81303, -5.36558, -3.51308], [-3.23783, -5.66465, -2.02191], [-3.55145, -4.11041, 2.41211], [-4.37628, -2.92910, 1.90648], [-3.46026, -1.80700, 1.43012], [-3.12912, -1.01749, 2.50564], [-2.02920, -0.08784, 2.25566], [-5.10752, -3.44743, 0.82901], [-2.90305, -3.69980, 3.18611], [-2.97083, -4.69754, 1.70059], [-4.16045, -4.87475, 2.89482], [-5.01362, -2.71161, 2.76357], [-3.95305, -1.10564, 0.75681], [-2.62530, -2.17768, 0.83551], [-1.17696, -0.75171, 2.40083], [-2.10326, 0.74510, 2.95482], [-2.05828, 0.33312, 1.25064], [-5.42877, -4.26362, 1.32974], [-4.39829, -3.75426, 0.17865], [-1.93070, 1.01307, -3.16188], [-1.34860, -0.41823, -2.89999], [-1.79610, -1.51461, -3.99638], [-1.76986, -2.81979, -3.52765], [-2.64734, -3.65929, -4.23189], [0.06104, -0.39639, -2.69898], [-1.44384, 1.31276, -4.08992], [-1.78176, 1.76581, -2.38774], [-3.00487, 0.94090, -3.33234], [-1.78375, -0.88113, -2.01429], [-1.20583, -1.46821, -4.91153], [-2.75733, -1.20329, -4.40530], [-2.54049, -3.70464, -5.31569], [-3.68435, -3.42708, -3.98941], [-2.53584, -4.67778, -3.85993], [0.71711, -0.15661, -3.42848], [0.29007, -1.33196, -2.39508], [5.48270, 3.72278, 1.83242], [4.89146, 3.15669, 3.05061], [3.37414, 3.36602, 3.28643], [2.61783, 2.75058, 2.26902], [1.20575, 2.76196, 2.56398], [5.30550, 1.72445, 3.05374], [6.56939, 3.72326, 1.74761], [5.15910, 4.74489, 1.63581], [5.15206, 3.13733, 0.97449], [5.28718, 3.55715, 3.98395], [3.18638, 4.43959, 3.26934], [3.18698, 3.00828, 4.29890], [0.94865, 2.94317, 3.60761], [0.76524, 1.83311, 2.20163], [0.74476, 3.58529, 2.01833], [6.27300, 1.49389, 2.87804], [4.73357, 1.40976, 2.28305], [-0.22384, -3.98810, 1.52604], [-0.10572, -4.95168, 2.70987], [-0.69666, -4.50385, 4.11262], [0.21941, -3.63378, 4.64055], [0.13921, -3.53258, 6.11463], [-0.59373, -6.27909, 2.31233], [0.42321, -4.14519, 0.66305], [0.01455, -2.99004, 1.89372], [-1.26062, -4.20607, 1.26978], [0.96545, -5.01897, 2.90011], [-0.90921, -5.43463, 4.63850], [-1.64605, -3.98291, 4.23662], [-0.50685, -2.70352, 6.40338], [1.13950, -3.34318, 6.50402], [-0.29756, -4.43312, 6.54632], [-0.27169, -6.95941, 2.98581], [-0.23651, -6.43560, 1.38066], [0.59527, -0.92560, 2.61623], [1.40219, -1.11520, 3.87208], [0.58695, -1.06935, 5.13422], [-0.27801, 0.09125, 5.16449], [0.25364, 1.37974, 5.37918], [2.10009, -2.38250, 3.68444], [0.01828, -1.79820, 2.31005], [1.24789, -0.60041, 1.80602], [-0.06770, -0.06536, 2.70867], [2.25620, -0.43911, 3.91271], [1.14336, -1.11943, 6.07018], [-0.06612, -1.94133, 5.16940], [0.54174, 1.73405, 6.36892], [-0.43869, 2.16773, 5.08276], [1.11524, 1.54473, 4.73224], [1.49092, -3.16918, 3.85802], [2.28205, -2.45561, 2.69367], [1.96733, 1.14831, -3.21545], [3.00743, 0.26752, -3.83520], [3.67348, 0.95197, -5.05352], [2.75660, 1.12279, -6.16286], [3.10798, 1.91645, -7.23146], [3.99594, -0.20593, -2.87951], [1.06532, 0.85967, -3.75503], [2.14262, 2.21766, -3.33322], [1.87475, 0.99395, -2.14042], [2.46129, -0.63713, -4.10249], [4.51144, 0.39378, -5.47106], [3.97996, 1.93000, -4.68256], [3.17396, 2.98477, -7.02544], [2.22853, 1.96421, -7.87363], [4.01344, 1.61339, -7.75721], [3.55173, -0.53354, -2.03367], [4.45800, 0.59286, -2.46898], [-0.15528, 8.09951, 1.77359], [0.47234, 6.61321, 1.92910], [1.46729, 6.18972, 0.81373], [1.75346, 4.74690, 0.82583], [2.47310, 4.13341, -0.29013], [1.14921, 6.58507, 3.22178], [-0.82261, 8.09875, 0.91175], [0.62317, 8.84764, 1.62388], [-0.94686, 8.26726, 2.50391], [-0.33515, 5.88113, 1.91843], [2.36987, 6.79961, 0.85202], [1.01480, 6.49801, -0.12877], [3.53828, 4.36193, -0.25469], [2.06650, 4.64424, -1.16296], [2.33304, 3.05842, -0.40372], [0.51802, 6.76143, 3.99027], [1.95144, 7.16952, 3.40875], [-1.10295, 3.69185, -1.68543], [-0.65050, 4.77675, -0.62508], [-1.67416, 5.89776, -0.35155], [-2.23902, 6.77340, -1.31253], [-1.33049, 7.49351, -2.08637], [-0.38029, 4.06618, 0.56039], [-2.00381, 3.12077, -1.46089], [-0.34874, 2.90640, -1.63696], [-1.19717, 4.16348, -2.66358], [0.28448, 5.22426, -0.96220], [-1.33311, 6.57834, 0.42857], [-2.52263, 5.38037, 0.09626], [-0.86439, 8.24800, -1.45264], [-1.78339, 8.00297, -2.93694], [-0.45691, 6.91521, -2.38722], [0.39423, 4.48060, 1.05886], [-1.20221, 3.88659, 1.11921], [-0.88924, -4.40885, -0.99022], [0.43699, -5.17456, -1.00708], [1.66288, -4.27181, -0.66234], [1.84751, -3.16432, -1.58629], [2.89779, -2.19682, -1.39364], [0.18983, -6.23414, -0.09721], [-1.06517, -3.97285, -0.00683], [-1.74945, -5.04581, -1.19624], [-0.86156, -3.61220, -1.73365], [0.52613, -5.48836, -2.04713], [2.47636, -4.93145, -0.96439], [1.80850, -3.96202, 0.37251], [2.80423, -1.54939, -0.52176], [2.82444, -1.61838, -2.31458], [3.86553, -2.69744, -1.36274], [-0.63271, -6.74282, -0.38838], [0.94655, -6.88968, 0.03598], [4.32402, 0.33668, 1.22372], [4.64190, 0.55421, -0.22434], [5.21805, -0.72482, -0.87758], [6.34452, -1.38999, -0.18921], [7.49287, -0.70206, -0.42954], [3.40020, 0.98153, -0.94287], [3.84425, 1.15883, 1.75475], [5.26164, 0.09280, 1.72322], [3.57950, -0.45833, 1.26566], [5.32731, 1.39910, -0.29131], [5.40998, -0.69332, -1.95008], [4.48446, -1.53076, -0.89743], [7.62861, 0.06038, 0.33752], [7.55720, -0.26829, -1.42744], [8.33146, -1.38784, -0.30882], [3.03581, 1.69916, -0.33268], [3.61304, 1.56301, -1.74079]], "energy_ev": -102168.06537}



3.
{"formula": "C3H10NOS", "method": "ωB97M-V/def2-TZVPD", "species": ["C", "S", "C", "H", "H", "H", "H", "H", "H", "N", "C", "O", "H", "H", "H", "H"], "xyz": [[-2.31599, 0.37223, 1.42213], [-1.17812, 1.70125, 2.11388], [0.36997, 0.73570, 2.04421], [-2.00681, -0.63700, 1.65477], [-3.28375, 0.65904, 1.82503], [-2.25026, 0.59784, 0.36358], [0.56101, 0.45332, 0.99462], [0.30936, -0.18618, 2.62350], [1.23554, 1.25546, 2.45855], [1.40460, -1.28247, -2.82010], [0.96956, -0.23797, -1.86309], [0.72511, -0.79148, -0.65927], [1.37366, -2.24291, -2.53803], [2.16333, -1.10659, -3.45373], [0.10186, 0.21909, -2.37267], [1.82093, 0.49066, -1.79337]], "total_charge": -1, "energy_ev": -17645.19121}



| no. | Kohn-Sham gap (eV) |
| --- | --- |
| 1 | 9.18 |
| 2 | 6.17 |
| 3 | 5.85 |